(1)
{
  "formula": "C51H73N10O2PSTi",
  "method": "the ωB97M-V functional and the def2-TZVPD basis",
  "symbols": ["Ti", "C", "C", "C", "C", "C", "C", "C", "P", "C", "C", "C", "C", "C", "C", "C", "C", "C", "C", "C", "C", "C", "C", "H", "H", "H", "H", "H", "H", "H", "H", "H", "H", "H", "H", "H", "H", "H", "H", "H", "H", "H", "H", "C", "C", "N", "C", "C", "C", "S", "N", "C", "O", "C", "C", "C", "C", "C", "C", "H", "H", "H", "H", "H", "H", "H", "H", "H", "H", "H", "H", "H", "H", "H", "C", "N", "C", "C", "C", "N", "C", "C", "O", "H", "H", "H", "H", "H", "H", "H", "H", "H", "H", "H", "H", "C", "C", "N", "C", "C", "C", "C", "N", "H", "H", "H", "H", "H", "H", "H", "H", "H", "H", "H", "H", "H", "H", "C", "N", "C", "N", "C", "N", "C", "N", "C", "C", "H", "H", "H", "H", "H", "H", "H", "H", "H", "H", "H", "H"],
  "positions_angstrom": [[0.1133, -0.1047, 0.1859], [0.1698, -3.5326, 2.5801], [1.3911, -4.2254, 2.0324], [1.5881, -5.5806, 2.2741], [2.7032, -6.2473, 1.7855], [3.6414, -5.5586, 1.0350], [3.4574, -4.2074, 0.7753], [2.3495, -3.5271, 1.2750], [2.0798, -1.7352, 0.9590], [3.3516, -1.4125, -0.3398], [2.9275, -1.8715, -1.5944], [3.6738, -1.6686, -2.7411], [4.8653, -0.9642, -2.6584], [5.2948, -0.5013, -1.4265], [4.5674, -0.7133, -0.2514], [5.1576, -0.2004, 1.0401], [2.5881, -1.0383, 2.5583], [3.2920, -1.7312, 3.5433], [3.4669, -1.1772, 4.8004], [2.9084, 0.0676, 5.0768], [2.2173, 0.7591, 4.0964], [2.0590, 0.2366, 2.8049], [1.4070, 0.9778, 1.6904], [-0.5788, -4.2606, 2.8960], [-0.2724, -2.8743, 1.8310], [0.4333, -2.9102, 3.4423], [0.8464, -6.1262, 2.8476], [2.8343, -7.3038, 1.9849], [4.5159, -6.0681, 0.6479], [4.1871, -3.6746, 0.1784], [1.9903, -2.4141, -1.6619], [3.3260, -2.0569, -3.6915], [5.4607, -0.7831, -3.5449], [6.2317, 0.0425, -1.3611], [6.1041, 0.3043, 0.8423], [5.3463, -1.0183, 1.7355], [4.4949, 0.5027, 1.5474], [3.7037, -2.7105, 3.3249], [4.0218, -1.7129, 5.5613], [3.0266, 0.5057, 6.0625], [1.7949, 1.7344, 4.3208], [2.2384, 1.3761, 1.0832], [0.8761, 1.8516, 2.0745], [-5.2126, 1.6092, -1.9064], [-4.0499, 1.5802, -2.8982], [-3.4334, 0.2646, -3.0078], [-4.0013, -0.6287, -4.0113], [-3.2667, -0.5332, -5.3456], [-2.4293, -0.1875, -2.1712], [-1.9074, 0.9498, -0.9314], [-1.9920, -1.3968, -2.4145], [-1.0492, -2.0904, -1.7417], [-0.3550, -1.5764, -0.7218], [-0.7978, -3.4530, -2.1349], [0.0121, -4.2825, -1.3354], [0.2769, -5.5917, -1.6974], [-0.2622, -6.1205, -2.8671], [-1.0750, -5.3144, -3.6642], [-1.3446, -4.0047, -3.3115], [-5.7096, 2.5835, -1.9115], [-4.8367, 1.4121, -0.9005], [-5.9497, 0.8429, -2.1599], [-3.2928, 2.3006, -2.5996], [-4.4038, 1.8560, -3.8935], [-5.0536, -0.3633, -4.1402], [-3.9469, -1.6459, -3.6351], [-3.3056, 0.4878, -5.7346], [-3.7165, -1.2018, -6.0853], [-2.2211, -0.8166, -5.2066], [0.4152, -3.8847, -0.4172], [0.9093, -6.2041, -1.0624], [-0.0605, -7.1463, -3.1504], [-1.4997, -5.7189, -4.5767], [-1.9726, -3.3779, -3.9324], [-1.1727, 0.5103, 4.3157], [-2.1662, -0.4380, 3.8493], [-3.3075, -0.7029, 4.7051], [-3.7391, -2.1422, 4.5196], [-4.0947, -2.3337, 3.0614], [-3.0592, -1.8027, 2.1868], [-3.1670, -2.2016, 0.7902], [-2.1040, -0.9201, 2.5770], [-1.1759, -0.5838, 1.8225], [-0.3625, 0.5468, 3.6017], [-0.7793, 0.1943, 5.2839], [-1.5994, 1.5140, 4.4184], [-4.1385, -0.0273, 4.4692], [-3.0070, -0.5128, 5.7346], [-4.5962, -2.3816, 5.1486], [-2.9109, -2.7999, 4.7938], [-5.0474, -1.8409, 2.8383], [-4.2129, -3.3942, 2.8313], [-2.8408, -3.2355, 0.6468], [-2.5577, -1.5514, 0.1858], [-4.2060, -2.1060, 0.4668], [3.2862, 3.8363, -1.5916], [3.4889, 2.4133, -2.1042], [2.4317, 1.9209, -2.9760], [2.4234, 2.4064, -4.3534], [1.3895, 3.5026, -4.6074], [1.4615, 1.0897, -2.5169], [0.6629, 0.3177, -3.5191], [1.2154, 0.9250, -1.2598], [4.0730, 4.0853, -0.8769], [2.3234, 3.9304, -1.0872], [3.3214, 4.5634, -2.4043], [3.5926, 1.7279, -1.2656], [4.4248, 2.3530, -2.6626], [2.2530, 1.5771, -5.0387], [3.4207, 2.7923, -4.5629], [0.3761, 3.1304, -4.4481], [1.4657, 3.8572, -5.6379], [1.5446, 4.3478, -3.9359], [1.2950, -0.0884, -4.3084], [-0.1053, 0.9478, -3.9712], [0.1649, -0.5019, -3.0135], [1.7580, 1.5702, -0.6942], [-0.3539, 4.8138, 2.3505], [-0.7620, 3.7491, 1.4307], [-0.7117, 4.2871, 0.0646], [-1.5795, 5.4605, -0.1023], [-1.1512, 6.4824, 0.8572], [-1.2077, 6.0052, 2.2457], [-2.5914, 5.5964, 2.5238], [-3.0585, 4.5503, 1.6104], [-2.1577, 3.3977, 1.7356], [-2.9528, 5.0603, 0.2366], [0.6779, 5.0992, 2.1312], [-0.4010, 4.4371, 3.3756], [-1.0186, 3.5122, -0.6369], [0.3151, 4.5876, -0.1529], [-1.7975, 7.3566, 0.7584], [-0.1238, 6.7742, 0.6287], [-3.2418, 6.4681, 2.4296], [-2.6472, 5.2228, 3.5487], [-2.4877, 2.6132, 1.0570], [-2.2085, 3.0266, 2.7630], [-3.6067, 5.9289, 0.1334], [-3.2764, 4.2802, -0.4556]],
  "homo_ev": [-4.7, -7.4],
  "orbital_gap_ev": [5.2, 8.0],
  "multiplicity": 3,
  "charge": 0,
  "e_lumo_ev": [0.58, 0.57]
}

(2)
{
  "formula": "C51H79BBrN4O2P3Rb",
  "method": "the ωB97M-V functional and the def2-TZVPD basis",
  "symbols": ["Rb", "C", "C", "C", "C", "C", "C", "C", "C", "C", "C", "H", "H", "H", "H", "H", "H", "H", "H", "H", "H", "H", "H", "H", "H", "H", "C", "C", "C", "C", "P", "C", "N", "B", "N", "C", "P", "C", "C", "C", "C", "C", "C", "C", "C", "C", "C", "C", "C", "C", "C", "C", "C", "C", "C", "H", "H", "H", "H", "H", "H", "H", "H", "H", "H", "H", "H", "H", "H", "H", "H", "H", "H", "H", "H", "H", "H", "H", "H", "H", "H", "H", "H", "H", "H", "H", "H", "H", "H", "H", "H", "H", "H", "H", "H", "H", "H", "H", "H", "C", "O", "C", "C", "C", "Br", "C", "C", "C", "O", "C", "N", "C", "C", "C", "C", "C", "C", "N", "H", "H", "H", "H", "H", "H", "H", "H", "H", "H", "H", "C", "P", "C", "C", "H", "H", "H", "H", "H", "H", "H", "H", "H"],
  "positions_angstrom": [[0.3570, -1.9653, 0.9327], [0.6171, -5.0126, 0.1681], [-0.7799, -4.9673, 0.3644], [-1.0206, -4.7134, 1.7326], [0.2313, -4.6193, 2.3829], [1.2410, -4.8069, 1.4160], [2.7259, -4.7861, 1.6361], [0.4166, -4.3071, 3.8402], [-2.3514, -4.6220, 2.4223], [-1.8037, -5.2840, -0.6869], [1.3274, -5.2814, -1.1279], [3.2478, -4.3001, 0.8048], [3.1591, -5.7896, 1.7356], [2.9972, -4.2418, 2.5467], [-0.1649, -3.4299, 4.1537], [1.4622, -4.0913, 4.0743], [0.1114, -5.1290, 4.5000], [-2.3896, -3.7866, 3.1331], [-2.5929, -5.5224, 3.0022], [-3.1682, -4.4770, 1.7095], [-1.6145, -4.7445, -1.6201], [-2.8131, -5.0219, -0.3632], [-1.8217, -6.3510, -0.9429], [2.1182, -4.5489, -1.3249], [0.6359, -5.2420, -1.9734], [1.8018, -6.2709, -1.1524], [-1.7412, 5.0402, 0.8323], [-1.1737, 4.1142, -0.2470], [-0.8477, 4.9284, -1.4970], [-2.2753, 3.1114, -0.6187], [0.2099, 3.0491, 0.4772], [1.1230, 2.4678, -1.0415], [0.3820, 1.5833, -1.9150], [-0.2119, 0.2581, -1.5687], [-0.7750, -0.0991, -2.8916], [-1.4809, -1.3063, -3.2558], [-3.2872, -1.0137, -3.6664], [-4.0900, -1.1816, -1.9612], [-5.5838, -1.4802, -2.1004], [-3.4560, -2.1940, -1.0088], [-3.9353, 0.2073, -1.3301], [-3.6766, -2.5573, -4.6909], [-2.7563, -2.5032, -5.9217], [-3.4895, -3.9033, -3.9961], [-5.1078, -2.4481, -5.2358], [-0.4572, 0.8243, -3.8697], [-0.6994, 0.8216, -5.2344], [-0.1871, 1.8611, -6.0105], [0.5623, 2.8722, -5.4285], [0.8106, 2.8789, -4.0549], [0.2835, 1.8631, -3.2695], [1.5551, 4.2026, 1.1695], [1.9618, 5.4085, 0.3223], [2.8021, 3.3297, 1.3902], [1.1057, 4.6849, 2.5528], [-2.6953, 5.4480, 0.4833], [-1.0822, 5.8832, 1.0424], [-1.9304, 4.5046, 1.7660], [-1.7467, 5.4762, -1.8010], [-0.5752, 4.2849, -2.3311], [-0.0549, 5.6584, -1.3388], [-3.1427, 3.6534, -1.0115], [-2.5917, 2.5369, 0.2549], [-1.9378, 2.4088, -1.3788], [1.9992, 1.9492, -0.6536], [1.4994, 3.3227, -1.6082], [-1.3639, -2.0252, -2.4447], [-1.0094, -1.7459, -4.1389], [-5.7696, -2.5185, -2.3775], [-6.0627, -0.8293, -2.8359], [-6.0690, -1.3076, -1.1342], [-3.3942, -3.1949, -1.4267], [-4.0630, -2.2507, -0.0971], [-2.4523, -1.8745, -0.7187], [-4.3790, 0.9866, -1.9533], [-2.8822, 0.4384, -1.1709], [-4.4335, 0.2163, -0.3528], [-1.7144, -2.7075, -5.6807], [-2.8145, -1.5311, -6.4172], [-3.0798, -3.2642, -6.6384], [-2.4785, -4.0180, -3.6022], [-3.6616, -4.7164, -4.7102], [-4.1883, -4.0382, -3.1698], [-5.2656, -1.4854, -5.7266], [-5.8635, -2.5625, -4.4636], [-5.2708, -3.2382, -5.9762], [-1.2783, 0.0304, -5.6910], [-0.3702, 1.8721, -7.0780], [0.9680, 3.6659, -6.0441], [1.4220, 3.6655, -3.6299], [2.2202, 5.1211, -0.6978], [2.8440, 5.8860, 0.7639], [1.1734, 6.1598, 0.2762], [3.3523, 3.1550, 0.4659], [2.5485, 2.3562, 1.8196], [3.4848, 3.8418, 2.0777], [0.2287, 5.3266, 2.5174], [1.9181, 5.2594, 3.0173], [0.8705, 3.8372, 3.1965], [-2.9122, -0.7376, 2.6831], [-1.5312, -0.6496, 3.0018], [-1.1315, 0.3651, 3.7915], [-1.9707, 1.2502, 4.4354], [-1.4176, 2.2535, 5.2346], [-2.5880, 3.4522, 6.1263], [-0.0663, 2.3990, 5.3786], [0.7970, 1.5209, 4.7004], [0.2709, 0.4873, 3.9321], [1.0160, -0.4076, 3.2746], [2.2399, 1.7268, 4.6979], [3.1101, 0.8669, 4.2200], [4.3419, 1.4915, 4.3011], [5.5996, 1.0484, 3.9014], [6.6677, 1.9069, 4.0759], [6.4985, 3.1803, 4.6384], [5.2565, 3.6325, 5.0451], [4.1875, 2.7643, 4.8651], [2.8359, 2.8794, 5.1283], [-3.5068, -0.9373, 3.5784], [-3.0065, -1.5707, 1.9928], [-3.2528, 0.1807, 2.1981], [-3.0419, 1.1759, 4.3311], [0.3253, 3.1888, 6.0050], [1.9707, -0.2201, 3.4599], [5.7213, 0.0670, 3.4629], [7.6579, 1.5959, 3.7699], [7.3602, 3.8246, 4.7542], [5.1282, 4.6171, 5.4757], [2.3504, 3.7138, 5.4044], [5.4655, -1.5593, -1.0190], [3.6225, -1.5944, -0.9528], [3.2462, -0.7307, -2.5281], [3.3821, -0.1994, 0.2218], [5.8410, -0.5542, -1.2286], [5.8231, -2.2386, -1.7943], [5.8734, -1.8994, -0.0656], [3.8084, 0.2017, -2.6329], [2.1787, -0.5017, -2.5596], [3.4825, -1.3858, -3.3682], [3.9775, 0.6747, -0.0582], [3.6623, -0.5029, 1.2339], [2.3253, 0.0794, 0.2125]],
  "homo_ev": -3.2,
  "orbital_gap_ev": 5.0,
  "charge": -1,
  "e_lumo_ev": 1.79
}

(3)
{
  "formula": "C51H88As3Ge2N2O6P2RbS2",
  "method": "the ωB97M-V functional and the def2-TZVPD basis",
  "symbols": ["Rb", "C", "As", "C", "C", "C", "C", "C", "As", "C", "C", "C", "As", "C", "C", "H", "H", "H", "H", "H", "H", "H", "H", "H", "H", "H", "H", "H", "H", "H", "H", "H", "H", "H", "H", "H", "H", "H", "H", "H", "H", "H", "C", "C", "N", "O", "C", "C", "N", "O", "H", "H", "H", "H", "H", "H", "H", "C", "C", "Ge", "C", "C", "C", "C", "Ge", "C", "C", "C", "C", "C", "C", "C", "C", "C", "C", "H", "H", "H", "H", "H", "H", "H", "H", "H", "H", "H", "H", "H", "H", "H", "H", "H", "H", "H", "H", "H", "H", "H", "H", "H", "H", "S", "P", "S", "C", "C", "C", "C", "C", "C", "C", "C", "C", "C", "C", "C", "H", "H", "H", "H", "H", "H", "H", "H", "H", "H", "C", "C", "C", "C", "O", "P", "O", "O", "O", "C", "C", "C", "C", "H", "H", "H", "H", "H", "H", "H", "H", "H", "H", "H", "H", "H", "H", "H", "H", "H", "H"],
  "positions_angstrom": [[-0.4907, -0.0077, 0.7549], [-3.6463, 2.9746, 3.7772], [-2.0940, 2.5805, 2.6382], [-3.1580, 2.1965, 1.0342], [-1.6469, 4.4289, 2.0341], [-0.5305, 5.1867, 2.7767], [-0.6285, 6.6620, 2.3596], [0.8676, 4.6831, 2.3646], [1.2497, 2.7336, 2.1875], [1.8108, 2.3318, 4.0321], [3.0475, 3.0153, 1.4659], [-0.7724, 5.0632, 4.2910], [0.1174, 6.3418, 5.5060], [-0.9137, 5.7784, 7.0827], [1.7385, 5.3467, 5.9917], [-3.3299, 3.3410, 4.7540], [-4.1695, 2.0275, 3.9130], [-4.3115, 3.7027, 3.3078], [-3.8316, 3.0330, 0.8366], [-3.7268, 1.2850, 1.2091], [-2.5338, 2.0463, 0.1521], [-2.5694, 5.0200, 2.0668], [-1.3694, 4.3320, 0.9788], [-0.6345, 6.7361, 1.2699], [0.2128, 7.2478, 2.7374], [-1.5505, 7.1149, 2.7367], [1.6325, 5.1352, 3.0061], [1.0663, 5.0465, 1.3496], [2.5014, 3.0807, 4.4181], [2.3054, 1.3593, 4.0182], [0.9400, 2.2546, 4.6836], [3.6220, 3.7228, 2.0694], [2.9496, 3.3707, 0.4412], [3.5563, 2.0531, 1.4216], [-0.5564, 4.0480, 4.6353], [-1.8368, 5.2395, 4.4814], [-1.9392, 6.1374, 6.9964], [-0.4721, 6.2020, 7.9849], [-0.9238, 4.6904, 7.1641], [2.4725, 5.3993, 5.1899], [1.5096, 4.3018, 6.1947], [2.1691, 5.8044, 6.8836], [-0.2518, 0.0999, -4.7919], [-0.0687, -0.2352, -3.3388], [-0.4341, -1.3384, -2.8150], [-0.9149, -2.2447, -3.7732], [0.4388, 0.7820, -2.3984], [-0.1376, 2.1682, -2.4578], [1.2777, 0.4087, -1.4874], [1.5397, 1.2572, -0.5063], [0.4069, 0.9189, -5.0813], [-1.2897, 0.4005, -4.9675], [-0.0529, -0.7698, -5.4148], [-1.6299, -2.6995, -3.2855], [-1.1643, 2.1892, -2.0787], [-0.1781, 2.5326, -3.4870], [0.4783, 2.8293, -1.8489], [2.0609, -4.8040, 0.6698], [1.5146, -3.3845, 0.5182], [2.9238, -2.0030, 0.6201], [2.7724, -1.0744, 2.3537], [3.1580, -2.0041, 3.5049], [4.7402, -2.7392, 0.3403], [5.2013, -2.1773, -0.7927], [3.6535, -1.0097, -1.4659], [3.0588, -1.8614, -3.1453], [4.0042, -2.9397, -3.6718], [4.3465, 0.8117, -1.7567], [4.9596, 0.9908, -3.1456], [6.5372, -2.4569, -1.3548], [7.4042, -1.4111, -1.6852], [8.6597, -1.6609, -2.2164], [9.0764, -2.9660, -2.4490], [8.2233, -4.0153, -2.1357], [6.9714, -3.7633, -1.5929], [1.2642, -5.5481, 0.5835], [2.5415, -4.9469, 1.6419], [2.8107, -5.0279, -0.0935], [0.7657, -3.1693, 1.2839], [1.0141, -3.2728, -0.4477], [1.7378, -0.7515, 2.4911], [3.4055, -0.1847, 2.3358], [2.5234, -2.8939, 3.5148], [3.0430, -1.5178, 4.4787], [4.1956, -2.3364, 3.4160], [5.3475, -3.4357, 0.9255], [2.9130, -1.0764, -3.8922], [2.0713, -2.2737, -2.9492], [4.9926, -2.5375, -3.9123], [3.6063, -3.4119, -4.5752], [4.1563, -3.7265, -2.9286], [5.0915, 0.9991, -0.9768], [3.5202, 1.5017, -1.5858], [5.7319, 0.2460, -3.3567], [5.4158, 1.9794, -3.2617], [4.1983, 0.8924, -3.9219], [7.0782, -0.3922, -1.5143], [9.3152, -0.8319, -2.4573], [10.0526, -3.1616, -2.8761], [8.5326, -5.0378, -2.3195], [6.3029, -4.5833, -1.3584], [-3.7829, -3.1130, -2.6525], [-4.3637, -1.2362, -2.9727], [-3.4482, 0.3009, -2.1223], [-6.1629, -1.1623, -2.5861], [-6.6726, -0.2179, -1.7069], [-8.0319, -0.1938, -1.4125], [-8.8895, -1.1068, -2.0058], [-8.3839, -2.0538, -2.8908], [-7.0282, -2.0847, -3.1725], [-4.3961, -0.8997, -4.7820], [-3.7369, -1.7238, -5.6832], [-3.7146, -1.4070, -7.0370], [-4.3621, -0.2716, -7.4985], [-5.0300, 0.5543, -6.6002], [-5.0401, 0.2445, -5.2504], [-5.9858, 0.4872, -1.2530], [-8.4179, 0.5394, -0.7140], [-9.9488, -1.0878, -1.7771], [-9.0488, -2.7744, -3.3526], [-6.6218, -2.8376, -3.8378], [-3.2364, -2.6070, -5.3087], [-3.1840, -2.0488, -7.7303], [-4.3443, -0.0243, -8.5536], [-5.5343, 1.4460, -6.9539], [-5.5347, 0.9003, -4.5429], [-0.1501, -2.6629, 5.5521], [-1.5064, -3.2581, 5.1856], [-2.2744, -3.6384, 6.4462], [-1.3374, -4.4820, 4.2890], [-2.3158, -2.2472, 4.5673], [-2.1411, -1.7385, 3.0307], [-2.8219, -0.4171, 2.9490], [-0.7089, -1.8684, 2.6148], [-2.9322, -2.8561, 2.1769], [-4.3620, -2.9177, 1.9812], [-4.8204, -1.7839, 1.0742], [-5.0884, -2.8739, 3.3215], [-4.5833, -4.2567, 1.2909], [0.4588, -3.4001, 6.0829], [-0.2917, -1.7922, 6.1963], [0.3679, -2.3471, 4.6488], [-1.7223, -4.3858, 7.0208], [-3.2512, -4.0464, 6.1806], [-2.4278, -2.7549, 7.0679], [-0.7755, -5.2507, 4.8259], [-0.8017, -4.2200, 3.3774], [-2.3116, -4.8859, 4.0089], [-4.7064, -0.8262, 1.5791], [-5.8691, -1.9288, 0.7995], [-4.2306, -1.7736, 0.1575], [-4.8987, -1.9277, 3.8286], [-4.7524, -3.6873, 3.9683], [-6.1631, -2.9778, 3.1520], [-4.0591, -4.2698, 0.3351], [-5.6478, -4.4123, 1.1013], [-4.2089, -5.0705, 1.9166]],
  "homo_ev": -2.8,
  "orbital_gap_ev": 6.3,
  "charge": -2,
  "e_lumo_ev": 3.49
}

Across the entries above, energy above the lowest of the compared OMol25 structures with the same formula, charge and spin takes the values 0.0, 14.1, 36.1 kJ/mol, respectively.